No. 1
This record from the Open Molecules 2025 dataset describes a structure of composition C27H17ClF5N5OSbSe4Ti at a distorted geometry. The level of theory is ωB97M-V/def2-TZVPD.

Summary:
Charge: -2
E_tot in eV: -354923.2610
LUMO level (alpha / beta) in eV: 3.84 / 3.58
Spin multiplicity: 2
Energy relative to the best compared isomer or geometry (same formula, charge and spin) in kcal per mole: 98.23
Orbital gap (alpha / beta) in eV: 4.94 / 4.69

Last column: Löwdin charge in e.
CARTESIAN COORDINATES (ANGSTROEM)
Ti (-0.108, -0.495, -0.557)  0.316
N (-0.290, 2.892, 3.819)  0.081
C (0.542, 2.447, 2.856)  -0.198
N (0.233, 2.327, 1.611)  0.128
C (-1.041, 2.636, 1.208)  -0.293
N (-1.564, 2.226, 0.094)  0.091
N (-0.931, 1.288, -0.692)  -0.155
C (-1.514, 1.163, -1.893)  -0.126
C (-0.933, 0.419, -2.924)  -0.283
C (-1.465, 0.389, -4.244)  -0.035
C (-0.707, -0.116, -5.258)  -0.098
C (0.590, -0.608, -4.981)  -0.086
C (0.992, -0.667, -3.666)  -0.146
N (0.258, -0.212, -2.655)  -0.062
C (-1.859, 3.451, 2.105)  -0.086
C (-3.003, 4.138, 1.700)  -0.032
C (-3.774, 4.814, 2.627)  -0.107
C (-3.425, 4.789, 3.976)  -0.104
C (-2.289, 4.126, 4.394)  -0.021
C (-1.483, 3.478, 3.457)  -0.181
H (-0.119, 2.593, 4.778)  0.051
H (1.545, 2.162, 3.165)  0.120
H (-2.417, 1.736, -2.077)  0.128
H (-2.465, 0.775, -4.407)  0.109
H (-1.089, -0.147, -6.271)  0.094
H (1.249, -0.960, -5.761)  0.086
H (1.950, -1.097, -3.397)  0.105
H (-3.266, 4.125, 0.651)  0.107
H (-4.666, 5.340, 2.309)  0.090
H (-4.041, 5.298, 4.706)  0.093
H (-2.010, 4.083, 5.440)  0.111
Se (0.223, -0.027, 5.353)  -0.380
Sb (1.574, -1.289, 3.707)  -0.050
Se (2.028, 0.216, -0.463)  0.339
Se (1.184, -0.902, 1.304)  0.041
Se (3.703, -0.500, 4.559)  -0.430
F (1.646, -7.246, -2.913)  0.084
C (1.277, -6.053, -2.407)  -0.159
C (2.184, -5.013, -2.314)  -0.152
F (3.441, -5.191, -2.740)  0.104
C (1.785, -3.797, -1.803)  -0.138
F (2.673, -2.810, -1.724)  0.083
C (0.456, -3.527, -1.393)  -0.237
O (0.043, -2.376, -0.979)  -0.231
C (-0.417, -4.630, -1.478)  -0.130
F (-1.687, -4.473, -1.078)  0.100
C (-0.019, -5.856, -1.971)  -0.154
F (-0.892, -6.874, -2.046)  0.096
Cl (-6.262, 0.516, -2.858)  0.581
C (-4.988, -0.004, -1.772)  -0.694
C (-4.795, 0.670, -0.574)  -0.125
C (-3.783, 0.272, 0.277)  -0.057
C (-2.921, -0.795, -0.046)  -0.318
C (-1.768, -1.114, 0.786)  -0.209
C (-3.191, -1.484, -1.243)  -0.053
C (-4.205, -1.095, -2.103)  -0.128
H (-5.438, 1.501, -0.313)  0.097
H (-3.635, 0.791, 1.215)  0.109
H (-1.593, -2.182, 0.899)  0.059
H (-1.815, -0.636, 1.764)  0.056
H (-2.592, -2.353, -1.493)  0.098
H (-4.381, -1.632, -3.027)  0.100

No. 2
This record from the Open Molecules 2025 dataset describes a cluster of 2 separate species, C27H17N4O8 in total at a distorted geometry. The level of theory is ωB97M-V/def2-TZVPD.

Summary:
Charge: -1
E_tot in eV: -50606.3580
LUMO level in eV: 0.45
Energy relative to the best compared isomer or geometry (same formula, charge and spin) in kcal per mole: 0.00
Orbital gap in eV: 4.71

Last column: Löwdin charge in e.
CARTESIAN COORDINATES (ANGSTROEM)
C (4.906, -0.207, -1.189)  -0.119
C (5.019, -0.728, 0.105)  -0.096
C (4.078, -0.392, 1.071)  -0.043
C (2.992, 0.465, 0.787)  -0.220
C (2.002, 0.761, 1.819)  -0.088
C (1.765, -0.194, 2.907)  -0.321
C (0.752, 0.064, 4.007)  -0.137
C (-0.584, 0.347, 3.727)  -0.048
C (-1.533, 0.396, 4.748)  -0.075
C (-1.127, 0.205, 6.077)  -0.101
C (0.224, -0.049, 6.368)  -0.096
C (1.149, -0.155, 5.328)  -0.031
O (2.351, -1.289, 2.973)  -0.013
C (1.502, 2.129, 1.958)  -0.331
C (2.154, 3.279, 1.216)  -0.161
C (3.538, 3.452, 1.160)  -0.037
C (4.084, 4.545, 0.481)  -0.085
C (3.233, 5.501, -0.089)  -0.108
C (1.846, 5.388, 0.070)  -0.093
C (1.306, 4.282, 0.723)  -0.026
O (0.548, 2.456, 2.678)  0.019
C (2.940, 1.031, -0.514)  -0.076
C (3.869, 0.682, -1.492)  -0.090
H (5.647, -0.469, -1.950)  0.087
H (5.840, -1.387, 0.394)  0.096
H (4.161, -0.792, 2.077)  0.104
H (-0.888, 0.537, 2.698)  0.095
H (-2.577, 0.588, 4.490)  0.100
H (-1.858, 0.276, 6.885)  0.091
H (0.561, -0.173, 7.401)  0.093
H (2.197, -0.392, 5.519)  0.114
H (4.188, 2.722, 1.645)  0.124
H (5.167, 4.654, 0.410)  0.096
H (3.651, 6.350, -0.635)  0.091
H (1.172, 6.165, -0.299)  0.095
H (0.230, 4.178, 0.873)  0.116
H (2.203, 1.799, -0.736)  0.103
H (3.788, 1.134, -2.483)  0.100
O (-3.092, -3.828, 2.924)  0.074
N (-2.787, -2.688, 2.543)  -0.304
O (-3.512, -1.683, 2.752)  0.035
C (-1.574, -2.431, 1.788)  -0.062
C (-1.514, -1.264, 1.039)  0.079
C (-0.330, -0.924, 0.357)  -0.113
N (-0.284, 0.352, -0.349)  -0.283
O (-0.965, 1.299, 0.104)  0.068
O (0.434, 0.457, -1.372)  0.055
C (0.818, -1.730, 0.403)  0.124
C (0.721, -2.933, 1.090)  -0.096
N (1.754, -3.777, 1.524)  -0.147
O (2.922, -3.894, 1.205)  0.102
O (1.203, -4.546, 2.566)  0.052
N (-0.128, -4.251, 2.760)  0.146
C (-0.415, -3.296, 1.841)  -0.142
H (-2.362, -0.578, 1.007)  0.141
H (1.716, -1.513, -0.167)  0.143

No. 3
This record from the Open Molecules 2025 dataset describes a structure of composition C27H18ClN3O5RbS5. The level of theory is ωB97M-V/def2-TZVPD.

Summary:
Charge: -1
E_tot in eV: -110357.7118
LUMO level in eV: 1.41
Energy relative to the best compared isomer or geometry (same formula, charge and spin) in kcal per mole: 21.19
Orbital gap in eV: 5.96

Last column: Löwdin charge in e.
CARTESIAN COORDINATES (ANGSTROEM)
Rb (1.749, 0.785, 0.189)  0.932
O (1.952, 1.720, -4.522)  0.060
C (2.070, 2.031, -3.231)  -0.551
O (2.748, 1.455, -2.428)  -0.005
C (1.172, 3.188, -2.853)  -0.154
C (0.675, 4.078, -3.802)  0.025
C (-0.159, 5.094, -3.372)  -0.033
C (-0.500, 5.157, -2.027)  -0.001
C (0.030, 4.202, -1.169)  -0.195
N (0.868, 3.252, -1.565)  0.172
C (-0.281, 4.179, 0.309)  -0.470
O (-1.508, 4.637, 0.652)  0.119
O (0.515, 3.858, 1.137)  0.141
H (2.011, 0.736, -4.569)  0.055
H (0.934, 3.954, -4.843)  0.122
H (-0.546, 5.820, -4.074)  0.112
H (-1.150, 5.938, -1.654)  0.118
H (-2.064, 4.700, -0.134)  0.101
Cl (3.977, -2.343, 7.328)  0.584
C (3.731, -1.698, 5.718)  -0.694
C (4.841, -1.370, 4.929)  -0.129
C (4.669, -0.853, 3.677)  -0.020
C (3.369, -0.600, 3.116)  -0.421
O (3.231, -0.015, 2.013)  -0.284
C (2.252, -1.021, 3.927)  -0.132
C (0.874, -1.033, 3.500)  -0.107
N (0.384, -0.870, 2.319)  0.070
C (-0.983, -1.168, 2.181)  -0.212
C (-1.598, -2.184, 2.878)  -0.035
C (-2.959, -2.500, 2.695)  -0.081
C (-3.715, -1.823, 1.787)  -0.052
C (-3.115, -0.809, 1.000)  -0.184
C (-3.834, -0.131, -0.011)  -0.034
C (-3.190, 0.756, -0.814)  -0.054
C (-1.818, 0.989, -0.575)  -0.157
N (-1.139, 0.441, 0.394)  0.061
C (-1.753, -0.482, 1.178)  -0.176
C (2.468, -1.529, 5.220)  -0.095
H (5.838, -1.523, 5.325)  0.096
H (5.523, -0.581, 3.070)  0.106
H (0.188, -1.260, 4.328)  0.112
H (-1.012, -2.786, 3.560)  0.107
H (-3.392, -3.307, 3.271)  0.101
H (-4.756, -2.067, 1.623)  0.107
H (-4.881, -0.368, -0.160)  0.116
H (-3.685, 1.249, -1.639)  0.102
H (-1.271, 1.660, -1.232)  0.094
H (1.613, -1.809, 5.826)  0.103
C (-0.397, -3.549, -0.893)  -0.367
S (-1.728, -2.615, -1.672)  0.815
C (-1.238, -2.648, -3.356)  -1.018
C (-0.210, -1.943, -3.900)  -1.161
S (0.892, -0.859, -3.134)  0.550
S (-0.016, -2.194, -5.620)  0.882
C (-1.340, -3.263, -5.899)  -1.538
S (-1.771, -3.838, -7.394)  0.438
S (-2.153, -3.659, -4.444)  0.880
H (-0.577, -3.515, 0.180)  0.023
H (0.559, -3.081, -1.116)  0.021
H (-0.395, -4.586, -1.226)  0.038